A cluster of 2 separate species, CH3BrF2Si in total in a non-equilibrium geometry, computed with ωB97M-V with the def2-TZVPD basis set.

Positions of all 8 atoms, in Å:
1 C -0.423 -1.296 -0.412
2 F -1.483 -1.421 0.441
3 F 0.159 -2.570 -0.338
4 Si 0.585 0.173 0.215
5 Br 2.730 -0.290 0.034
6 H -0.974 -1.389 -1.444
7 H 0.139 2.335 -1.021
8 H 0.494 0.727 1.644

The calculation puts the gap between HOMO and LUMO (alpha / beta) at 8.310 / 8.310 eV. The energy above the lowest of the compared OMol25 structures with the same formula, charge and spin is 3.0161 eV. The maximum force comes out at 4.59 eV/Å.